The following is a DFT calculation (the ωB97M-V functional and the def2-TZVPD basis) of one molecule with the formula C2H2IN3.

Its energy above the lowest of the compared OMol25 structures with the same formula, charge and spin is 141.1 kcal per mole. Its spin multiplicity is 1. As for the total charge: 0. The calculation puts the gap between HOMO and LUMO (alpha / beta) at 8.734 / 7.435 eV. The maximum force comes out at 3.96 eV/Å. For the highest occupied orbital energy (alpha / beta), the calculation gives -9.34 / -9.06 eV.

Last column: Mulliken charge in e.
Atoms and positions in Å:
C: 0.37 -0.26 -0.68  -0.288
C: -0.82 -0.19 0.09  -0.081
N: 0.42 -0.28 1.99  -0.223
N: 0.78 0.63 1.34  0.100
N: 0.24 0.93 0.18  -0.145
I: -2.60 0.21 -0.94  0.104
H: 1.17 -0.92 -0.29  0.229
H: 0.44 -0.13 -1.69  0.304